A 6-piece molecular cluster, C26H64B2F8N4O5 overall, computed with the ωB97M-V functional and the def2-TZVPD basis.

```
109
Properties=species:S:1:pos:R:3:mulliken_charge:R:1
C -12.61 -16.27 12.63 -0.1000
O -13.97 -16.87 12.69 -0.4338
C -13.85 -18.15 13.23 -0.3165
C -15.03 -19.00 12.71 -0.6252
N -15.29 -18.56 11.33 0.1509
H -15.26 -17.57 11.22 0.3764
H -14.44 -18.92 10.81 0.1097
C -16.58 -19.04 10.67 -0.5560
C -16.66 -18.44 9.32 -0.6256
O -15.39 -18.55 8.78 -0.1813
C -15.23 -18.24 7.44 -0.9070
H -11.98 -17.03 12.16 -0.0175
H -12.24 -16.22 13.67 0.3154
H -12.76 -15.37 12.03 -0.0572
H -13.98 -18.17 14.33 0.4144
H -12.88 -18.62 12.99 0.1949
H -15.97 -18.83 13.29 0.4369
H -14.82 -20.07 12.66 0.2801
H -17.39 -18.78 11.29 0.3587
H -16.48 -20.12 10.59 0.3299
H -16.91 -17.36 9.47 0.3657
H -17.42 -18.89 8.67 0.4362
H -15.32 -17.17 7.24 0.3280
H -15.91 -18.81 6.88 0.3986
H -14.25 -18.59 7.14 0.2442
C -15.39 -12.32 14.40 -0.5651
O -14.86 -11.67 13.25 -0.3373
C -13.42 -11.72 13.38 -0.7537
C -12.92 -10.83 12.23 -0.6641
N -13.14 -11.36 10.87 0.3343
H -12.80 -12.34 10.86 -0.0624
H -14.17 -11.46 10.76 0.5038
C -12.50 -10.65 9.74 -0.8482
C -12.78 -9.14 9.77 -0.9681
O -11.89 -8.63 10.63 -0.2655
C -12.02 -7.26 10.68 -0.8564
H -14.89 -11.93 15.32 0.3058
H -15.27 -13.43 14.28 0.1457
H -16.47 -12.06 14.43 0.2585
H -12.97 -12.69 13.32 0.3706
H -13.13 -11.34 14.34 0.5513
H -11.85 -10.69 12.30 0.4533
H -13.44 -9.82 12.24 0.3975
H -12.79 -11.14 8.86 0.5996
H -11.45 -10.77 9.89 0.4550
H -13.81 -8.91 9.97 0.4352
H -12.63 -8.76 8.76 0.6624
H -11.97 -6.85 9.67 0.3398
H -11.34 -6.92 11.41 0.2938
H -13.04 -6.97 11.11 0.3242
C -11.44 -14.25 6.30 -1.2759
C -10.37 -13.40 5.66 -0.6973
C -9.14 -13.19 6.56 0.7007
C -8.50 -11.94 6.20 -0.9578
N -7.27 -11.76 7.03 0.8887
C -6.16 -12.75 6.58 -0.5235
C -5.58 -13.35 7.88 -0.6673
C -6.82 -13.31 8.88 -0.7524
C -7.36 -11.98 8.52 -0.7622
C -6.81 -10.36 6.79 -0.9878
C -7.75 -9.28 7.15 -0.2574
C -6.99 -7.96 7.01 -1.3847
H -11.68 -13.90 7.33 0.1089
H -11.18 -15.29 6.39 0.3783
H -12.33 -14.39 5.67 0.4409
H -10.91 -12.49 5.47 0.3471
H -10.03 -13.82 4.71 0.3929
H -8.50 -14.03 6.41 0.3400
H -9.52 -13.11 7.60 -0.4771
H -9.22 -11.14 6.34 0.2147
H -8.16 -11.99 5.12 0.1880
H -5.43 -12.24 6.03 0.3500
H -6.60 -13.60 6.01 0.2977
H -4.77 -12.80 8.37 0.3588
H -5.23 -14.37 7.71 0.4080
H -6.37 -13.30 9.81 0.5224
H -7.57 -14.09 8.88 0.1382
H -6.76 -11.21 8.95 0.4047
H -8.40 -11.72 8.74 0.4005
H -6.71 -10.17 5.73 0.5238
H -5.86 -10.31 7.35 0.4269
H -8.07 -9.33 8.16 0.2903
H -8.68 -9.34 6.62 0.4365
H -7.63 -7.27 6.40 0.3706
H -6.17 -8.07 6.31 0.4085
H -6.66 -7.56 7.96 0.3532
C -8.49 -18.09 10.81 -0.9269
C -8.22 -19.49 10.35 0.7703
O -7.60 -19.80 9.40 -0.4147
N -8.91 -20.62 11.18 0.0564
H -8.47 -20.76 12.07 0.4159
H -9.86 -20.22 11.32 0.0819
C -8.93 -21.88 10.42 -0.8453
H -7.55 -17.54 10.57 0.3221
H -8.68 -18.10 11.89 0.3477
H -9.28 -17.56 10.35 0.2222
H -7.93 -22.17 10.21 0.3906
H -9.57 -21.69 9.57 0.3108
H -9.40 -22.68 10.97 0.3488
B -12.15 -19.86 10.31 0.5259
F -13.27 -20.67 10.07 -0.2927
F -11.10 -20.22 9.49 -0.2708
F -12.58 -18.51 10.22 -0.4033
F -11.64 -20.11 11.68 -0.6320
B -10.65 -13.73 10.75 0.5880
F -10.51 -14.08 12.10 -0.3047
F -11.96 -13.71 10.35 -0.5672
F -10.22 -12.42 10.58 -0.3797
F -9.73 -14.52 9.93 -0.3206
```

Values from the calculation:
Total charge: +2
Total energy (a.u.): -2472.7551
HOMO level (eV): -14.07

---

A 11-piece molecular cluster, C26H64BN2O18 overall, computed with the ωB97M-V functional and the def2-TZVPD basis.

```
111
Properties=species:S:1:pos:R:3:mulliken_charge:R:1
O -0.49 -1.55 4.54 -0.8518
C -0.31 -1.42 3.34 0.2626
O -1.16 -1.33 2.30 -0.5877
B -0.44 -1.16 1.04 1.1379
O 0.97 -1.34 1.41 -0.3224
C 1.12 -1.57 2.71 0.6701
O 2.12 -1.83 3.36 -0.7419
O -0.73 0.20 0.48 0.0766
C -0.94 0.05 -0.77 0.5245
O -1.04 0.98 -1.61 -0.5924
C -1.15 -1.40 -1.03 0.6594
O -0.89 -2.11 0.06 -0.7673
O -1.37 -1.90 -2.12 -1.0437
C 2.76 -1.92 -1.56 -0.1121
O 3.76 -1.75 -2.56 -0.5594
H 2.59 -2.99 -1.41 0.2967
H 2.80 -1.40 -0.60 0.2664
H 1.80 -1.64 -1.99 -0.1999
H 4.59 -1.71 -2.08 0.2840
C -0.88 -1.39 7.83 -0.6284
O -1.77 -1.31 6.77 -0.5734
H -0.21 -0.53 7.95 0.2311
H -1.36 -1.55 8.80 0.2462
H -0.17 -2.16 7.54 0.2232
H -1.26 -1.48 5.98 0.7174
C 4.12 -4.38 5.09 -0.5358
O 4.37 -3.01 4.89 -0.4949
H 3.71 -4.44 6.10 0.2131
H 3.44 -4.70 4.29 0.2324
H 5.01 -5.00 5.18 0.2555
H 3.75 -2.67 4.24 0.4437
C -4.45 -3.34 -3.45 0.7723
O -3.99 -4.46 -3.61 -0.1953
N -5.75 -3.16 -3.40 -0.3479
N -3.78 -2.30 -3.03 0.0546
H -6.21 -2.32 -3.07 0.2005
H -6.30 -3.90 -3.82 0.2377
H -2.81 -2.28 -2.76 0.0837
H -4.36 -1.53 -2.71 0.2492
C -0.82 0.40 -4.89 -0.8267
C 0.61 -0.13 -4.69 1.1895
C 0.79 -1.58 -5.02 -1.6102
O 1.46 0.52 -5.68 -0.6119
H -1.54 -0.21 -4.34 -0.0466
H -1.05 0.35 -5.96 0.4957
H -0.83 1.42 -4.52 0.1279
H 1.00 0.16 -3.71 -0.0721
H 0.61 -1.50 -6.09 0.5855
H 0.17 -2.35 -4.56 0.2059
H 1.82 -1.93 -5.00 0.3117
H 2.25 -0.02 -5.77 0.3302
C 6.91 -0.88 -0.17 -1.5556
C 6.32 -2.19 0.46 0.5754
C 5.31 -1.79 1.53 -1.3681
O 5.62 -2.71 -0.69 -0.5442
H 6.48 -0.29 -0.98 0.3444
H 7.78 -1.02 -0.80 0.4252
H 7.29 -0.29 0.66 0.3787
H 7.15 -2.83 0.74 0.3235
H 5.74 -1.75 2.54 0.5162
H 4.51 -2.46 1.83 0.2828
H 4.96 -0.76 1.39 0.3411
H 5.27 -3.52 -0.31 0.2720
C -2.48 5.95 -1.50 -1.1923
C -3.00 5.00 -2.58 0.6501
C -3.32 5.82 -3.88 -1.3427
O -1.96 4.08 -2.84 -0.4793
H -1.61 6.41 -1.96 0.2780
H -2.16 5.46 -0.58 0.2247
H -3.15 6.79 -1.32 0.4302
H -3.88 4.42 -2.28 0.2507
H -3.71 6.80 -3.60 0.3445
H -4.09 5.43 -4.54 0.3442
H -2.41 5.84 -4.48 0.3364
H -1.78 3.60 -2.03 0.1407
C 1.92 3.34 -1.04 -0.9085
C 1.70 4.85 -0.80 1.2075
C 2.39 5.41 0.49 -1.5787
O 2.20 5.67 -1.79 -0.6102
H 2.91 3.03 -1.36 0.4560
H 1.16 2.93 -1.71 0.1851
H 1.67 2.78 -0.14 0.0944
H 0.63 5.06 -0.79 -0.3330
H 2.18 6.47 0.65 0.4213
H 3.46 5.51 0.30 0.4517
H 2.20 4.89 1.42 0.3139
H 2.25 6.60 -1.58 0.3398
C -2.12 2.02 3.76 -0.8865
C -1.73 3.07 2.77 0.4003
C -0.15 3.14 2.69 -1.0676
O -2.18 2.57 1.52 -0.5484
H -1.47 1.16 3.60 -0.2170
H -3.14 1.64 3.71 0.3273
H -1.94 2.36 4.78 0.4298
H -2.22 3.98 3.12 0.4027
H 0.11 3.75 3.55 0.4865
H 0.12 3.78 1.85 0.0713
H 0.41 2.21 2.65 0.2854
H -1.51 2.02 1.11 0.2495
C -4.26 -2.76 0.88 -1.1037
C -4.54 -4.10 0.19 0.5334
C -3.23 -4.68 -0.45 -0.8440
O -5.17 -4.94 1.17 -0.5509
H -3.38 -2.69 1.51 0.2783
H -5.13 -2.43 1.44 0.4609
H -3.99 -1.89 0.27 0.2770
H -5.12 -3.79 -0.68 0.0063
H -2.61 -3.90 -0.90 0.0551
H -3.58 -5.45 -1.13 0.2626
H -2.64 -5.22 0.30 0.4243
H -4.57 -4.92 1.92 0.3881
```

Values from the calculation:
Total energy (a.u.): -2517.6473
HOMO level (alpha / beta) (eV): -8.99 / -8.99
2S+1: 2

---

C26H65CaF3HgN4O8 as an isolated structure, computed with the ωB97M-V functional and the def2-TZVPD basis.

```
108
Properties=species:S:1:pos:R:3:mulliken_charge:R:1
Ca -0.15 2.41 2.93 1.4097
Hg -1.71 3.01 -0.63 1.5980
C -2.51 0.99 -3.56 0.4856
O -2.36 -0.43 -3.36 -0.2300
O -1.68 1.62 -2.60 -0.7498
C -2.52 1.29 -5.07 0.7560
F -1.30 1.33 -5.81 -0.2718
F -3.15 0.35 -5.71 -0.2356
F -3.16 2.44 -5.39 -0.2680
C -1.10 -1.09 -3.40 0.5020
C -1.32 -2.57 -3.29 -1.4868
H -1.75 -2.92 -2.35 0.2698
H -2.02 -2.82 -4.09 0.3609
H -0.46 -3.18 -3.55 0.4046
H -0.27 -0.75 -2.77 -0.4243
H -0.65 -0.89 -4.38 0.5192
H -3.56 0.99 -3.27 -0.4329
C -2.21 -0.90 0.36 -1.2948
C -1.16 -0.02 0.91 1.5575
C 0.22 -0.24 0.24 -0.4168
O -1.45 1.34 1.11 -0.9190
H -2.16 -0.80 -0.73 -0.0322
H -3.16 -0.70 0.85 0.3315
H -1.89 -1.89 0.69 0.6296
H -0.99 -0.34 1.94 -0.3827
H 0.25 0.11 -0.80 -0.1220
H 0.52 -1.28 0.29 0.2820
H 1.10 0.19 0.72 -0.2323
C 1.37 -2.59 3.05 -0.2825
C 1.61 -3.96 3.83 0.2159
C 2.76 -4.82 3.54 -1.0008
O 1.62 -3.48 5.18 -0.5813
H 0.66 -1.96 3.59 -0.1481
H 1.09 -2.77 2.01 0.3507
H 2.40 -2.24 2.92 -0.1730
H 0.70 -4.54 3.65 0.4157
H 3.41 -4.27 2.86 0.1498
H 2.36 -5.59 2.87 0.3012
H 3.30 -5.26 4.38 0.3288
H 1.17 -4.07 5.78 0.3428
C -5.89 3.13 0.65 -1.4126
C -4.83 2.13 0.10 1.5882
C -5.34 0.81 -0.61 -0.8548
O -6.17 1.14 -1.75 -0.4153
C -6.29 0.01 -2.68 -0.7445
N -4.06 2.93 -0.82 -0.3959
H -6.42 2.67 1.48 0.3898
H -6.61 3.41 -0.12 0.4017
H -5.32 4.01 0.96 0.5058
H -4.21 1.72 0.90 -1.2539
H -5.92 0.19 0.07 0.6714
H -4.57 0.07 -0.78 0.0896
H -5.41 -0.63 -2.73 0.3230
H -6.50 0.50 -3.63 0.2593
H -7.25 -0.45 -2.48 0.3033
H -4.31 3.85 -0.52 0.4031
H -4.50 2.70 -1.70 0.1925
C -0.09 1.93 6.57 -1.4841
C -0.33 0.75 5.66 0.5690
C -1.77 0.64 5.29 -0.8774
O -2.08 1.67 4.34 -0.2739
C -3.37 1.55 3.79 -0.7572
N 0.46 0.80 4.44 -0.5476
H -0.34 1.63 7.59 0.3982
H -0.60 2.86 6.32 0.2871
H 0.94 2.25 6.69 0.4279
H -0.11 -0.18 6.20 0.4313
H -2.45 0.78 6.13 0.4649
H -2.04 -0.31 4.84 0.5486
H -3.59 2.00 2.82 0.0654
H -4.10 1.85 4.54 0.4350
H -3.56 0.48 3.64 0.3669
H 0.33 -0.13 4.06 -0.0424
H 1.39 0.57 4.74 0.2674
C 3.17 1.09 -2.54 -1.1343
C 2.77 0.23 -3.78 1.1343
C 3.36 0.91 -5.12 -1.0111
O 2.81 0.34 -6.29 -0.3447
C 3.00 1.05 -7.55 -0.7470
N 3.39 -1.00 -3.62 -0.5834
H 2.64 0.85 -1.62 -0.1040
H 2.91 2.13 -2.77 0.5745
H 4.24 0.96 -2.43 0.3506
H 1.72 0.25 -4.08 -0.2170
H 4.43 0.71 -5.13 0.3407
H 3.16 1.98 -5.15 0.4334
H 2.27 1.85 -7.47 0.3003
H 2.77 0.53 -8.49 0.2653
H 4.02 1.42 -7.65 0.3028
H 2.74 -1.70 -3.96 0.2664
H 3.65 -1.13 -2.65 -0.0535
C 5.42 1.12 0.72 -1.5234
C 4.36 0.13 1.20 1.5609
C 4.98 -1.31 1.40 -0.4836
O 5.32 -2.23 0.28 -0.3793
C 4.44 -2.45 -0.83 -0.4456
N 3.77 0.74 2.38 -0.4797
H 5.06 2.15 0.80 0.4877
H 5.65 0.97 -0.33 0.2940
H 6.36 1.09 1.28 0.3765
H 3.56 0.00 0.47 -0.7672
H 4.40 -1.85 2.16 -0.0115
H 5.86 -1.20 2.03 0.3685
H 4.72 -1.56 -1.39 0.3077
H 3.40 -2.40 -0.52 0.1473
H 4.67 -3.29 -1.49 0.4070
H 3.52 1.67 2.09 0.2346
H 4.48 0.86 3.09 0.2765
```

Values from the calculation:
Total charge: +2
Total energy (a.u.): -2980.3940
HOMO level (eV): -12.19

---

A 4-piece molecular cluster, C26H65ClN10O3P3 overall, computed with the ωB97M-V functional and the def2-TZVPD basis.

```
108
Properties=species:S:1:pos:R:3:mulliken_charge:R:1
C -4.97 -2.44 0.37 -1.4442
C -5.03 -2.46 -1.15 0.4916
Cl -5.01 -0.77 -1.79 -0.1651
C -3.93 -3.29 -1.84 -0.9398
N -2.73 -3.49 -1.01 0.2808
C -1.98 -2.48 -0.56 0.0572
C -0.83 -2.66 0.17 -0.9384
C -0.40 -3.97 0.48 -0.1035
C -1.20 -5.00 0.00 -0.7838
C -2.34 -4.74 -0.73 0.0215
H -4.14 -1.85 0.76 0.2711
H -5.87 -1.92 0.71 0.4588
H -5.01 -3.43 0.82 0.3083
H -5.99 -2.88 -1.45 0.4070
H -4.34 -4.26 -2.11 0.3502
H -3.64 -2.82 -2.78 0.4026
H -2.27 -1.46 -0.80 0.6143
H -0.22 -1.84 0.50 0.4292
H 0.49 -4.20 1.04 0.4851
H -0.91 -6.03 0.18 0.4488
H -2.93 -5.56 -1.11 0.3551
O 4.40 -2.69 -1.84 -0.8412
P 4.06 -1.62 -2.84 0.7842
N 4.45 -0.22 -1.91 0.0385
C 3.78 1.06 -1.98 -0.7226
C 5.87 -0.10 -1.57 -0.9830
N 2.35 -1.90 -2.88 0.1240
C 1.35 -0.85 -2.83 -1.0825
C 1.87 -3.05 -2.15 -0.9404
N 3.96 -0.78 -4.36 0.0086
C 3.54 -1.70 -5.47 -1.1041
C 5.23 -0.18 -4.84 -0.8831
H 3.88 1.58 -2.94 0.3339
H 4.17 1.74 -1.22 0.3679
H 2.71 0.99 -1.76 0.0811
H 6.51 0.04 -2.45 0.2908
H 6.21 -1.00 -1.06 0.2602
H 6.04 0.74 -0.89 0.3765
H 1.22 -0.46 -1.81 0.2392
H 0.38 -1.24 -3.15 0.3808
H 1.58 -0.03 -3.51 0.3766
H 1.85 -2.87 -1.07 0.2020
H 2.47 -3.93 -2.35 0.4062
H 0.85 -3.31 -2.46 0.3176
H 4.27 -2.51 -5.61 0.3588
H 3.45 -1.14 -6.40 0.4210
H 2.57 -2.15 -5.27 0.3101
H 6.05 -0.90 -4.85 0.3798
H 5.52 0.68 -4.24 0.0820
H 5.09 0.20 -5.85 0.4043
O -6.02 -3.06 3.68 -0.7127
P -6.30 -3.18 5.15 0.7630
N -7.01 -4.76 5.17 0.0297
C -8.05 -5.22 6.07 -0.7523
C -6.09 -5.83 4.78 -0.9216
N -7.52 -1.97 5.26 0.1662
C -8.77 -2.12 5.97 -1.1711
C -7.76 -1.16 4.06 -0.9491
N -6.05 -3.08 6.87 -0.0594
C -5.51 -1.75 7.28 -1.1083
C -5.09 -4.06 7.43 -1.0887
H -7.76 -5.25 7.13 0.2964
H -8.35 -6.23 5.80 0.3785
H -8.95 -4.62 5.99 0.1831
H -5.25 -5.96 5.48 0.2811
H -5.66 -5.62 3.80 0.1556
H -6.60 -6.79 4.71 0.3875
H -9.49 -2.73 5.41 0.3194
H -9.23 -1.15 6.13 0.3987
H -8.63 -2.55 6.96 0.3440
H -8.32 -1.72 3.31 0.3029
H -6.82 -0.83 3.62 0.2758
H -8.32 -0.27 4.32 0.3310
H -4.54 -1.56 6.82 0.3552
H -5.40 -1.71 8.36 0.4167
H -6.18 -0.95 7.00 0.3161
H -4.13 -4.05 6.90 0.3683
H -5.48 -5.07 7.41 0.3011
H -4.90 -3.84 8.48 0.3891
O 4.54 4.52 -3.16 -0.8363
P 4.96 5.75 -2.41 0.9543
N 4.27 6.95 -3.45 0.0477
C 4.83 8.26 -3.74 -0.7641
C 2.81 6.95 -3.48 -0.9884
N 6.65 5.57 -2.72 0.1807
C 7.52 6.65 -3.16 -1.1960
C 7.08 4.33 -3.35 -0.8757
N 5.34 6.88 -1.12 -0.0739
C 6.06 6.20 0.00 -1.1109
C 4.17 7.51 -0.47 -1.1031
H 4.89 8.94 -2.88 0.2989
H 4.23 8.76 -4.50 0.3784
H 5.82 8.18 -4.18 0.1728
H 2.35 7.22 -2.52 0.2770
H 2.44 5.96 -3.74 0.2236
H 2.43 7.64 -4.23 0.3869
H 7.39 6.86 -4.23 0.3114
H 8.57 6.37 -3.01 0.4080
H 7.38 7.56 -2.59 0.3521
H 6.84 4.32 -4.43 0.2978
H 6.61 3.47 -2.89 0.1276
H 8.16 4.21 -3.24 0.3893
H 5.46 5.41 0.45 0.3508
H 6.32 6.93 0.77 0.4221
H 7.00 5.76 -0.34 0.3131
H 3.43 6.77 -0.14 0.3626
H 3.68 8.22 -1.12 0.3087
H 4.50 8.08 0.40 0.3945
```

Values from the calculation:
Total charge: +1
Total energy (a.u.): -3286.8790
HOMO level (eV): -9.69